[1]
Formula: C11H9BaN3O4S
Source: the OMol25 dataset
Level of theory: wB97M-V/def2-TZVPD

Summary:
2S+1   1
HOMO level   -0.2897 Eh
Energy   -1313.59141 Eh
Relative energy (zero: lowest compared OMol25 entry of this formula, charge and spin)   0.002 eV

Structure (XYZ):
```
29
Properties=species:S:1:pos:R:3:mulliken_charge:R:1
Ba -1.36918 0.16674 -2.95694 1.663
C 4.46501 -0.67996 -1.17538 -0.857
N 3.37332 -0.58374 -0.22358 0.140
C 3.51180 -0.49420 1.14611 -0.394
C 2.27973 -0.41282 1.66248 -0.458
N 1.37073 -0.46623 0.60560 0.172
C 2.06328 -0.55921 -0.57290 0.285
S 1.57475 -0.54700 -2.18281 -0.620
C -0.04576 -0.42312 0.83773 0.724
C -0.49187 0.13353 2.02847 -0.468
C -1.84916 0.10889 2.29671 -0.556
C -2.70245 -0.48850 1.38954 -0.686
C -2.15602 -1.01525 0.23323 -0.233
N -0.84960 -0.96908 -0.06319 -0.454
H 5.39898 -0.67088 -0.61905 0.309
H 4.43269 0.15985 -1.86609 0.313
H 4.38182 -1.60218 -1.74687 0.321
H 4.47355 -0.50376 1.62630 0.426
H 1.97120 -0.36880 2.68785 0.386
H 0.18422 0.61012 2.72032 0.314
H -2.22569 0.55432 3.20766 0.418
H -3.76939 -0.53771 1.55046 0.413
H -2.80299 -1.47243 -0.50236 0.566
O -5.26413 1.32528 -1.80702 -0.605
C -4.07547 1.10415 -1.80781 0.614
O -3.50530 -0.03390 -2.07987 -0.932
C -3.06010 2.29592 -1.50976 0.642
O -3.51356 3.38580 -1.25075 -0.588
O -1.80041 1.98418 -1.62809 -0.853
```



[2]
Formula: C11H9BrF6N2O7RuS2
Source: the OMol25 dataset
Level of theory: wB97M-V/def2-TZVPD

Summary:
2S+1   5
HOMO level (alpha / beta)   -0.6147 / -0.6163 Eh
Energy   -5124.53081 Eh
Relative energy (zero: lowest compared OMol25 entry of this formula, charge and spin)   0.766 eV
Net charge   +2

Structure (XYZ):
```
39
Properties=species:S:1:pos:R:3:mulliken_spin:R:1
Ru -0.46621 -0.30969 0.66757 2.675
F -3.05064 -4.18792 3.76399 0.000
C -3.06544 -2.92683 3.42792 0.002
F -4.15319 -2.62410 2.74887 0.000
F -2.92687 -2.13782 4.47368 0.000
S -1.60130 -2.59231 2.29651 0.023
O -1.83138 -1.14361 1.87997 0.062
O -1.55463 -3.44819 1.16400 0.004
N -0.42338 -2.61279 3.31517 0.002
S 1.00312 -2.07395 2.92235 0.010
O 2.08719 -2.75416 3.50087 0.010
O 1.05518 -1.76768 1.48319 0.089
C 0.94787 -0.33360 3.65902 0.003
F 0.31185 0.48681 2.70010 0.005
F 2.14300 0.15748 3.83873 0.000
F 0.23573 -0.26967 4.74783 0.000
Br 4.81143 5.60152 -2.92557 0.305
C 3.54687 4.33288 -2.46557 0.223
C 3.16878 4.20631 -1.10542 0.113
C 2.22358 3.27415 -0.77560 -0.013
C 1.64121 2.47532 -1.78257 0.178
C 2.02116 2.60856 -3.13155 -0.014
C 2.97719 3.52342 -3.47788 0.097
C 0.55534 1.51484 -1.39927 0.037
O -0.37011 1.27866 -2.13789 0.088
O 0.69500 1.00420 -0.18413 0.098
H 3.61980 4.83657 -0.35137 0.000
H 1.91732 3.14012 0.25165 -0.003
H 1.56194 1.98223 -3.88441 0.000
H 3.29365 3.64223 -4.50510 0.000
C -1.98780 -2.51575 -2.69824 -0.002
C -1.94438 -1.44328 -1.67502 0.005
N -2.95443 -0.61371 -1.54615 0.022
O -0.90442 -1.39859 -0.93422 -0.026
H -2.82412 -2.40346 -3.38220 -0.001
H -2.04760 -3.48264 -2.19433 0.001
H -1.04690 -2.51774 -3.24811 0.001
H -3.76229 -0.65426 -2.14649 -0.002
H -2.90215 0.14645 -0.89029 0.009
```



[3]
Formula: C11H9BrINO2
Source: the OMol25 dataset
Level of theory: wB97M-V/def2-TZVPD

Summary:
2S+1   1
HOMO level   -0.3538 Eh
Energy   -3501.50418 Eh
SMILES string   C[C@@H](I)CN1C(=O)c2cccc(Br)c2C1=O

Structure (XYZ):
```
25
Properties=species:S:1:pos:R:3:nbo_charge:R:1
C -1.80854 0.34248 -1.40639 -0.653
C -2.55252 -0.15359 -0.12682 -0.284
I -4.29668 -1.25925 -0.84516 0.063
C -1.75283 -1.16492 0.69299 -0.255
N -0.75979 -0.54171 1.62311 -0.534
C 0.44101 -1.33717 1.57245 0.694
O 0.60436 -2.38034 2.15061 -0.492
C 1.37196 -0.55527 0.65945 -0.073
C 2.50753 -0.93686 0.01758 -0.198
C 3.11994 0.00261 -0.77906 -0.179
C 2.63827 1.27591 -0.89043 -0.218
C 1.51508 1.66814 -0.20555 -0.037
Br 0.85920 3.44946 -0.30648 0.100
C 0.87674 0.73589 0.55064 -0.203
C -0.39739 0.80361 1.40124 0.709
O -0.93613 1.80984 1.77988 -0.495
H -1.52267 1.38435 -1.22846 0.226
H -0.87921 -0.22715 -1.48369 0.208
H -2.40722 0.23755 -2.30294 0.238
H -2.93665 0.67115 0.46628 0.242
H -2.46776 -1.70827 1.31496 0.229
H -1.28365 -1.92412 0.05828 0.210
H 2.89916 -1.93891 0.13729 0.238
H 4.01255 -0.24991 -1.33830 0.226
H 3.15523 1.99648 -1.51148 0.236
```



[4]
Formula: C11H9Cl3NO7RuS
Source: the OMol25 dataset
Level of theory: wB97M-V/def2-TZVPD

Summary:
2S+1   1
HOMO level   -0.4240 Eh
Energy   -2879.09329 Eh
Relative energy (zero: lowest compared OMol25 entry of this formula, charge and spin)   9.872 eV
Net charge   +1

Structure (XYZ):
```
33
Properties=species:S:1:pos:R:3:nbo_charge:R:1
Ru -0.54789 -0.33627 -0.21802 0.491
O -2.36919 1.47948 3.09580 -0.611
C -1.58559 1.15626 2.10353 0.824
O -1.85594 0.27803 1.29853 -0.582
C -0.32761 1.98006 2.04655 -0.183
O 0.37417 1.72435 0.83788 -0.518
C 1.70418 1.22463 0.98457 -0.155
C 1.58216 -0.27268 0.78879 0.734
O 2.51949 -0.78397 -0.03278 -0.476
O 0.73718 -0.96573 1.37143 -0.551
H -3.15696 0.90835 3.11190 0.528
H 0.26827 1.72661 2.92612 0.238
H -0.59353 3.03697 2.10316 0.251
H 2.13213 1.47335 1.95672 0.230
H 2.31822 1.65739 0.19888 0.241
S -1.41526 -2.46242 -0.57104 -0.036
C -0.48820 -3.15295 -2.04215 -0.069
C 0.36149 -4.33900 -1.64714 -0.141
C 1.57626 -4.30784 -1.10635 -0.239
C 2.25597 -3.13875 -0.55765 -0.204
C 2.04343 -1.85751 -0.74451 0.123
N 0.20860 -2.13712 -2.79719 -0.747
H -0.08775 -5.30261 -1.84701 0.246
H 2.06389 -5.25092 -0.90313 0.243
H 3.01563 -3.33893 0.19672 0.260
H 1.38677 1.10539 -2.17210 0.228
Cl 2.53872 -0.16452 -3.84119 0.062
C 1.21844 0.20477 -2.80232 -0.612
Cl 0.75334 -1.03821 -1.84511 1.259
Cl -1.72968 -3.80517 -3.17761 0.015
C -2.31500 -0.06968 -2.63598 1.104
O -2.73179 -0.53028 -3.59018 -0.380
O -1.94075 0.46819 -1.65039 -0.575
```